# 1
Formula: C6H16ClN4
Source: OMol25
Level of theory: ωB97M-V/def2-TZVPD

Each line ends with the Mulliken charge.
Geometry (Å):
C (-1.01609, 1.38058, 1.03383)  0.747
C (-0.73225, 1.72787, 2.41997)  -1.173
C (-1.52708, -2.13156, -0.62901)  -1.074
C (1.73834, 0.76737, -1.98791)  -0.829
C (0.65095, 1.01172, 0.29576)  -0.544
C (0.39533, -1.35853, 0.77528)  -0.382
N (-2.06161, 1.20593, 0.39004)  -0.634
N (-0.25827, -1.53275, -0.52072)  -0.203
N (1.21497, -0.21174, 0.84868)  -0.230
N (0.43590, 0.86027, -1.22232)  -0.125
Cl (1.53084, -2.78877, 0.92883)  -0.155
H (-0.10597, 2.53479, 2.47620)  0.396
H (-1.63041, 1.99686, 3.06172)  0.322
H (-0.19054, 0.78103, 2.82058)  0.282
H (-1.62165, -3.27155, -0.47354)  0.269
H (-2.18249, -1.51351, -0.05520)  0.405
H (-1.76082, -2.07573, -1.69464)  0.351
H (1.58671, 1.09564, -3.08769)  0.332
H (2.39483, 1.44158, -1.50247)  0.382
H (2.04372, -0.26785, -1.98819)  0.294
H (1.42803, 1.78512, 0.39789)  0.516
H (-0.34250, -1.40701, 1.65929)  0.386
H (-2.10545, 0.75712, -0.49749)  0.263
H (0.41597, -2.04358, -1.08879)  0.347
H (2.04578, -0.39246, 0.33562)  0.386
H (-0.23368, -0.01132, -1.11890)  0.280
H (-0.11255, 1.66048, -1.57680)  0.390

Calculated values
E_HOMO	-0.498	hartree
2S+1	1
total energy	-917.10324	Eh
SMILES	[H]/N=C(/C)[C@@H](N[C@H](Cl)NC)[NH2+]C
relative energy (zero: lowest compared OMol25 entry of this formula, charge and spin)	1.0460	eV
charge	+1

# 2
Formula: C19H18N2O6S3
Source: OMol25
Level of theory: ωB97M-V/def2-TZVPD

Each line ends with the Mulliken charge.
Geometry (Å):
C (-0.53738, 1.39938, -3.73067)  -1.000
H (0.43844, 0.92403, -3.59526)  0.373
O (-1.47135, 0.94262, -2.77852)  -0.411
C (-1.23676, 1.18627, -1.45660)  0.909
C (-0.10224, 1.82778, -0.98661)  -0.411
C (0.14227, 2.03273, 0.37648)  0.730
C (-0.81677, 1.59358, 1.28571)  -0.831
C (-1.94726, 0.96028, 0.82568)  -0.280
C (-2.19207, 0.72205, -0.52286)  0.679
O (-3.30608, 0.00333, -0.78282)  -0.258
C (-3.91022, 0.01904, -2.06411)  -0.968
H (-4.89239, -0.42870, -1.91686)  0.292
H (-4.02891, 1.03701, -2.43659)  0.333
H (-3.33651, -0.56874, -2.78299)  0.283
S (-3.08438, 0.23750, 2.01748)  1.237
O (-4.44287, 0.61285, 1.78422)  -0.733
O (-2.54218, 0.46145, 3.32137)  -0.680
N (-2.97718, -1.41111, 1.65115)  -0.393
C (-1.73816, -1.84577, 1.18488)  -0.195
C (-0.59684, -1.42866, 1.86161)  -0.220
C (0.63336, -1.74759, 1.32609)  0.976
C (0.75411, -2.51299, 0.14391)  -0.528
C (-0.39799, -2.97345, -0.48492)  -0.785
C (-1.62882, -2.62967, 0.03066)  -0.656
H (-2.53087, -2.95756, -0.46424)  0.375
H (-0.31126, -3.57392, -1.37615)  0.459
N (2.03681, -2.72077, -0.27402)  -0.483
C (2.88468, -2.16386, 0.50872)  0.434
S (4.59564, -2.22190, 0.28982)  -0.033
C (4.65803, -3.26328, -1.19592)  -0.819
H (4.18907, -4.21635, -0.97614)  0.277
H (5.70684, -3.39397, -1.44013)  0.345
H (4.13179, -2.76158, -2.00078)  0.267
S (2.21190, -1.28766, 1.89779)  -0.210
H (-0.69230, -0.85612, 2.76802)  0.807
H (-3.76114, -1.69301, 1.08117)  0.383
H (-0.70857, 1.72785, 2.34833)  0.531
C (1.38717, 2.64965, 0.77948)  -0.669
C (1.86924, 2.74211, 2.02537)  -0.630
C (3.16995, 3.37822, 2.26646)  0.345
O (3.88681, 3.85934, 1.42240)  -0.593
O (3.49590, 3.37264, 3.56809)  -0.444
H (4.36053, 3.79156, 3.69901)  0.346
H (1.36313, 2.36122, 2.89694)  0.383
H (2.00282, 3.05459, -0.01544)  0.354
H (0.64671, 2.16297, -1.68635)  0.473
H (-0.94795, 1.10962, -4.69655)  0.260
H (-0.42675, 2.48701, -3.69632)  0.376

Calculated values
E_HOMO	-0.296	hartree
2S+1	1
total energy	-2490.32945	Eh
SMILES	COc1cc(/C=C/C(=O)O)cc(S(=O)(=O)Nc2ccc3nc(SC)sc3c2)c1OC
relative energy (zero: lowest compared OMol25 entry of this formula, charge and spin)	0.0000	eV
charge	0